1.
A 2-piece molecular cluster, C11H13N3 overall in a non-equilibrium geometry, computed with ωB97M-V/def2-TZVPD.

Properties
LUMO energy in eV: -0.431
Orbital gap in eV: 8.96
Energy in eV: -16084.513
Spin multiplicity: 1
SMILES: CC(C)=C(C)C#N.CC=C(C#N)C#N
ΔE to the lowest compared entry with this formula, charge and spin in kcal per mole: 76.4
E_HOMO in eV: -9.4

Positions of all 27 atoms, in Å:
C (-2.06, -1.77, -0.03)
C (-1.39, -0.04, -1.54)
C (0.43, 0.86, 1.28)
C (-2.98, 0.37, 0.34)
C (-2.21, -0.46, -0.40)
C (1.35, 0.45, 0.30)
C (1.96, -0.76, 0.24)
C (-3.17, 1.83, 0.26)
C (1.65, 1.59, -0.66)
C (2.78, -1.24, -0.98)
C (1.43, -1.80, 1.19)
N (-1.95, -2.86, 0.27)
N (-0.90, 0.23, -2.55)
N (-0.29, 1.16, 2.11)
H (-3.57, 0.03, 1.25)
H (-2.55, 2.34, 1.01)
H (-4.16, 2.00, 0.28)
H (-2.67, 2.35, -0.68)
H (1.84, 2.54, -0.20)
H (0.94, 1.58, -1.38)
H (2.71, 1.47, -1.12)
H (2.98, -2.21, -0.77)
H (3.60, -0.56, -0.92)
H (2.32, -1.02, -1.98)
H (0.36, -2.05, 1.23)
H (1.45, -1.38, 2.17)
H (2.11, -2.67, 1.28)


2.
O18S2V5 as an isolated structure in a non-equilibrium geometry, computed with ωB97M-V/def2-TZVPD.

Properties
LUMO energy in eV: -6.838
Net charge: +1
Orbital gap in eV: 7.82
Energy in eV: -186956.473
Spin multiplicity: 1
E_HOMO in eV: -14.7

Positions of all 25 atoms, in Å:
O (2.13, 14.77, 21.40)
V (1.92, 15.89, 20.19)
O (0.90, 16.98, 20.82)
O (2.72, 15.51, 13.84)
V (2.35, 14.32, 14.83)
O (0.76, 14.15, 14.90)
O (6.38, 14.47, 18.17)
V (5.73, 15.10, 19.52)
O (5.47, 13.95, 20.58)
O (0.76, 19.24, 18.37)
V (2.33, 19.04, 18.23)
O (2.73, 19.15, 16.67)
O (5.90, 19.17, 16.68)
V (6.11, 18.05, 17.76)
O (7.27, 17.06, 17.43)
S (3.36, 16.02, 17.66)
O (3.71, 15.18, 18.82)
O (2.30, 16.88, 18.20)
O (4.55, 16.81, 17.32)
O (2.81, 15.22, 16.57)
S (4.60, 18.07, 20.33)
O (5.17, 18.80, 21.40)
O (3.48, 17.23, 20.71)
O (4.17, 18.87, 19.15)
O (5.63, 17.14, 19.76)


3.
A 2-piece molecular cluster, C5H4OS2 overall in a non-equilibrium geometry, computed with ωB97M-V/def2-TZVPD.

Properties
LUMO energy in eV: 0.633
Orbital gap in eV: 9.64
Energy in eV: -28964.815
Spin multiplicity: 1
SMILES: C#C[C@@H]1CS1.O=C=S
ΔE to the lowest compared entry with this formula, charge and spin in kcal per mole: 42.6
E_HOMO in eV: -9.0

Positions of all 12 atoms, in Å:
C (-1.96, -0.47, -1.22)
C (-0.80, -0.36, -0.88)
C (2.91, -2.06, -2.01)
C (0.58, 0.83, 0.77)
C (0.54, -0.16, -0.44)
O (2.34, -3.07, -1.89)
S (1.24, 1.52, -0.80)
S (3.46, -0.60, -2.02)
H (-2.93, -0.37, -1.62)
H (-0.21, 1.36, 1.14)
H (1.35, 0.70, 1.50)
H (1.43, -0.80, -0.38)


4.
C15H29ClGeIrN3O7 as an isolated structure in a non-equilibrium geometry, computed with ωB97M-V/def2-TZVPD.

Properties
LUMO energy (alpha / beta) in eV: -2.999 / -3.976
Net charge: +1
Orbital gap (alpha / beta) in eV: 7.74 / 6.77
Energy in eV: -106686.597
Spin multiplicity: 2
ΔE to the lowest compared entry with this formula, charge and spin in kcal per mole: 145.6
<S²>: 0.76
E_HOMO (alpha / beta) in eV: -10.7 / -10.7

Positions of all 57 atoms, in Å:
Ir (-0.64, 0.39, 0.18)
N (2.03, 0.13, -0.39)
C (2.20, 1.31, -1.25)
C (1.19, 2.40, -0.91)
N (-0.23, 1.93, -1.10)
C (-0.61, 1.51, -2.48)
C (-0.46, 0.01, -2.69)
N (-1.05, -0.74, -1.55)
H (2.18, -0.81, -0.77)
H (0.66, 1.00, 2.44)
H (3.22, 1.68, -1.11)
H (2.09, 0.98, -2.27)
H (1.27, 2.64, 0.15)
H (1.39, 3.31, -1.48)
H (-0.83, 2.72, -0.86)
H (-1.67, 1.77, -2.59)
H (-0.06, 2.06, -3.24)
H (-0.90, -0.27, -3.65)
H (0.59, -0.28, -2.74)
H (-2.05, -0.87, -1.66)
H (-0.64, -1.67, -1.49)
O (-0.73, -3.66, 3.57)
C (0.16, -2.73, 4.00)
C (0.56, -2.62, 5.29)
C (0.92, -1.37, 5.88)
C (0.64, -0.09, 5.60)
C (2.06, -1.56, 2.87)
C (0.70, -1.97, 2.91)
C (0.08, -1.93, 1.46)
O (0.72, -2.43, 0.56)
O (-1.04, -1.28, 1.43)
H (-1.19, -4.06, 4.32)
H (0.37, -3.45, 5.95)
H (1.21, -1.39, 6.94)
H (-0.95, 1.86, 2.25)
H (0.27, -0.83, 3.32)
C (-3.03, 3.42, 2.04)
Ge (-3.44, 1.51, 1.90)
C (-5.37, 1.28, 1.70)
C (-2.83, 0.54, 3.50)
C (-2.64, 0.78, 0.23)
H (-3.71, 3.89, 2.76)
H (-3.19, 3.91, 1.07)
H (-2.01, 3.64, 2.36)
H (-5.89, 1.63, 2.59)
H (-5.62, 0.23, 1.56)
H (-5.74, 1.84, 0.85)
H (-3.59, 0.60, 4.27)
H (-1.91, 0.94, 3.91)
H (-2.67, -0.51, 3.24)
H (-2.93, 1.46, -0.58)
H (-3.17, -0.16, 0.04)
O (-0.15, 1.58, 1.77)
Cl (1.31, 0.43, 3.66)
O (2.28, 0.22, 0.87)
O (2.01, 1.69, 4.13)
O (3.17, -1.53, 2.62)


5.
A 2-piece molecular cluster, C4H11NO2 overall in a non-equilibrium geometry, computed with ωB97M-V/def2-TZVPD.

Properties
LUMO energy in eV: 0.297
Orbital gap in eV: 9.30
Energy in eV: -9908.381
Spin multiplicity: 1
SMILES: CNC(C)=O.CO
ΔE to the lowest compared entry with this formula, charge and spin in kcal per mole: 89.0
E_HOMO in eV: -9.0

Positions of all 18 atoms, in Å:
C (-0.24, 1.78, -0.56)
C (-1.50, 0.91, -0.20)
C (-2.02, -1.44, 0.53)
C (2.33, -0.11, 0.43)
H (0.82, 1.17, -0.33)
H (-0.32, 2.78, 0.13)
H (-0.18, 2.11, -1.80)
H (-0.36, -0.98, -0.38)
H (-2.64, -1.03, 1.39)
H (-2.48, -2.17, -0.32)
H (-1.09, -2.22, 0.86)
H (2.18, -1.13, -1.22)
H (1.60, 0.21, 1.25)
H (3.07, -0.93, 0.63)
H (2.96, 0.75, 0.01)
N (-1.19, -0.46, -0.15)
O (-2.47, 1.40, 0.30)
O (1.54, -0.65, -0.57)


6.
A 14-piece molecular cluster, C72H142F18O36 overall in a non-equilibrium geometry, computed with ωB97M-V/def2-TZVPD.

Properties
LUMO energy in eV: 0.293
Orbital gap in eV: 9.53
Energy in eV: -199570.162
Spin multiplicity: 1
E_HOMO in eV: -9.2

Positions of all 268 atoms, in Å:
C (-6.07, 10.58, 0.72)
O (-7.39, 10.16, 0.97)
C (-7.82, 8.87, 0.37)
C (-9.24, 8.43, 0.81)
O (-9.80, 7.50, -0.11)
C (-10.70, 6.59, 0.52)
C (-11.43, 5.85, -0.63)
O (-10.53, 4.96, -1.37)
C (-11.10, 4.35, -2.49)
H (-6.03, 11.14, -0.22)
H (-5.43, 9.71, 0.64)
H (-5.64, 11.22, 1.49)
H (-7.11, 8.07, 0.59)
H (-7.73, 8.96, -0.71)
H (-9.94, 9.27, 0.86)
H (-9.26, 8.07, 1.84)
H (-11.45, 7.13, 1.10)
H (-10.20, 5.91, 1.21)
H (-11.80, 6.67, -1.25)
H (-12.31, 5.36, -0.22)
H (-10.40, 3.66, -2.96)
H (-11.37, 5.09, -3.24)
H (-11.95, 3.79, -2.10)
C (0.70, 0.34, 5.72)
O (0.93, 0.99, 6.99)
C (2.30, 1.04, 7.32)
C (3.03, 2.03, 6.44)
O (2.76, 3.37, 6.72)
C (1.71, 3.76, 5.86)
C (1.51, 5.33, 5.90)
O (2.59, 5.99, 5.29)
C (2.17, 6.94, 4.31)
H (-0.37, 0.14, 5.77)
H (1.09, -0.68, 5.69)
H (0.86, 0.90, 4.81)
H (2.68, 0.02, 7.35)
H (2.27, 1.38, 8.35)
H (2.96, 1.73, 5.40)
H (4.09, 1.95, 6.68)
H (0.76, 3.29, 6.11)
H (1.94, 3.46, 4.83)
H (1.50, 5.65, 6.95)
H (0.60, 5.58, 5.35)
H (1.64, 6.54, 3.44)
H (3.02, 7.44, 3.82)
H (1.54, 7.71, 4.74)
C (7.84, -4.56, -18.18)
O (8.62, -4.67, -17.01)
C (9.30, -3.42, -16.81)
C (9.88, -3.36, -15.38)
O (8.80, -3.31, -14.44)
C (9.21, -3.18, -13.09)
C (8.03, -2.85, -12.15)
O (7.68, -1.46, -12.22)
C (6.47, -0.98, -11.62)
H (8.47, -4.47, -19.07)
H (7.21, -3.67, -18.16)
H (7.32, -5.49, -18.38)
H (8.64, -2.56, -16.85)
H (10.11, -3.41, -17.53)
H (10.53, -2.50, -15.28)
H (10.53, -4.23, -15.25)
H (10.02, -2.47, -12.92)
H (9.73, -4.12, -12.89)
H (8.40, -2.94, -11.13)
H (7.17, -3.48, -12.37)
H (6.52, 0.11, -11.52)
H (6.34, -1.42, -10.63)
H (5.59, -1.19, -12.22)
C (13.33, 2.86, 6.96)
O (12.74, 2.88, 5.71)
C (11.63, 2.00, 5.56)
C (10.92, 2.10, 4.15)
O (10.17, 3.30, 4.04)
C (9.28, 3.27, 2.91)
C (8.92, 4.63, 2.27)
O (10.13, 5.16, 1.77)
C (9.86, 6.25, 0.87)
H (12.79, 3.47, 7.68)
H (14.30, 3.37, 6.97)
H (13.55, 1.88, 7.40)
H (10.94, 2.36, 6.32)
H (11.91, 0.97, 5.79)
H (10.22, 1.27, 4.17)
H (11.68, 1.94, 3.39)
H (8.41, 2.68, 3.22)
H (9.74, 2.71, 2.09)
H (8.53, 5.35, 2.98)
H (8.22, 4.47, 1.44)
H (10.82, 6.64, 0.52)
H (9.40, 7.10, 1.38)
H (9.36, 5.89, -0.03)
C (-6.39, -0.79, 12.18)
O (-5.57, -1.10, 13.29)
C (-4.22, -0.66, 13.23)
C (-3.27, -1.37, 14.20)
O (-3.19, -0.74, 15.45)
C (-4.31, -0.93, 16.27)
C (-4.15, -0.30, 17.70)
O (-4.11, 1.14, 17.71)
C (-3.18, 1.70, 16.80)
H (-6.60, 0.27, 12.31)
H (-7.27, -1.44, 12.17)
H (-5.90, -0.98, 11.22)
H (-4.16, 0.43, 13.30)
H (-3.88, -0.96, 12.24)
H (-2.31, -1.31, 13.69)
H (-3.55, -2.42, 14.22)
H (-4.55, -1.99, 16.29)
H (-5.10, -0.30, 15.85)
H (-3.21, -0.63, 18.15)
H (-4.99, -0.57, 18.34)
H (-2.29, 1.08, 16.66)
H (-2.84, 2.65, 17.20)
H (-3.67, 1.93, 15.85)
C (-3.98, 2.54, 3.65)
O (-3.79, 1.39, 2.84)
C (-3.53, 1.68, 1.47)
C (-3.65, 0.46, 0.49)
O (-2.32, 0.03, 0.26)
C (-2.17, -1.11, -0.60)
C (-0.72, -1.62, -0.49)
O (0.19, -0.52, -0.77)
C (1.59, -0.75, -0.75)
H (-4.26, 2.42, 4.70)
H (-4.74, 3.20, 3.22)
H (-3.04, 3.09, 3.63)
H (-2.57, 2.18, 1.35)
H (-4.29, 2.42, 1.20)
H (-4.17, 0.80, -0.40)
H (-4.29, -0.29, 0.95)
H (-2.37, -0.99, -1.67)
H (-2.87, -1.87, -0.24)
H (-0.54, -2.48, -1.13)
H (-0.49, -2.04, 0.49)
H (2.10, 0.19, -0.95)
H (1.92, -1.41, -1.54)
H (1.77, -1.10, 0.27)
C (-8.49, 15.17, -7.79)
O (-8.52, 13.70, -7.64)
C (-8.95, 13.17, -6.39)
C (-8.76, 11.58, -6.44)
O (-9.76, 10.86, -7.25)
C (-9.70, 9.42, -7.09)
C (-8.38, 8.74, -7.42)
O (-7.39, 9.00, -6.43)
C (-7.28, 7.96, -5.44)
H (-8.06, 15.45, -8.75)
H (-7.83, 15.63, -7.06)
H (-9.50, 15.57, -7.66)
H (-9.98, 13.51, -6.26)
H (-8.29, 13.52, -5.60)
H (-8.76, 11.08, -5.47)
H (-7.76, 11.41, -6.85)
H (-10.46, 9.01, -7.75)
H (-10.11, 9.21, -6.10)
H (-8.09, 9.09, -8.41)
H (-8.53, 7.66, -7.51)
H (-8.30, 7.81, -5.09)
H (-6.66, 8.01, -4.54)
H (-7.01, 7.02, -5.93)
C (10.66, -12.15, -12.14)
O (10.49, -10.71, -11.92)
C (9.16, -10.21, -12.04)
C (8.41, -10.05, -10.67)
O (8.11, -11.31, -10.08)
C (6.95, -11.24, -9.31)
C (7.04, -10.24, -8.11)
O (6.51, -8.96, -8.47)
C (5.11, -8.80, -8.37)
H (10.24, -12.56, -13.05)
H (10.41, -12.78, -11.28)
H (11.73, -12.27, -12.35)
H (8.55, -10.91, -12.61)
H (9.06, -9.28, -12.61)
H (7.56, -9.40, -10.84)
H (9.09, -9.51, -10.01)
H (6.74, -12.23, -8.90)
H (6.08, -10.97, -9.91)
H (8.08, -10.20, -7.78)
H (6.60, -10.78, -7.27)
H (4.67, -9.26, -7.48)
H (4.62, -9.05, -9.31)
H (5.01, -7.72, -8.25)
C (11.70, 1.00, -4.72)
C (12.80, -0.07, -4.66)
O (12.41, -1.47, -4.74)
C (11.75, -2.12, -3.68)
O (11.44, -1.52, -2.62)
C (11.47, -3.64, -3.86)
F (11.72, -3.96, -5.09)
F (12.26, -4.30, -3.01)
F (10.20, -3.85, -3.45)
H (11.08, 0.94, -5.62)
H (12.11, 2.01, -4.67)
H (11.10, 0.90, -3.82)
H (13.36, 0.11, -3.75)
H (13.57, 0.13, -5.40)
C (-12.73, -2.17, 2.10)
C (-11.49, -2.98, 1.68)
O (-11.34, -3.24, 0.24)
C (-12.07, -4.20, -0.44)
O (-12.85, -5.02, 0.12)
C (-11.81, -4.37, -1.95)
F (-12.89, -4.14, -2.78)
F (-10.84, -3.44, -2.25)
F (-11.30, -5.65, -2.20)
H (-12.53, -1.13, 2.38)
H (-13.09, -2.61, 3.02)
H (-13.54, -2.21, 1.37)
H (-11.67, -3.93, 2.18)
H (-10.67, -2.45, 2.15)
C (-3.40, -12.68, 4.14)
C (-3.13, -11.57, 3.12)
O (-4.16, -10.62, 3.05)
C (-4.05, -9.49, 2.32)
O (-3.00, -9.09, 1.74)
C (-5.38, -8.66, 2.27)
F (-5.22, -7.67, 3.13)
F (-5.61, -8.25, 0.99)
F (-6.43, -9.35, 2.76)
H (-3.64, -12.22, 5.10)
H (-2.48, -13.26, 4.19)
H (-4.20, -13.35, 3.81)
H (-3.21, -12.13, 2.19)
H (-2.16, -11.10, 3.29)
C (-6.81, 8.84, 17.98)
C (-7.18, 8.46, 16.55)
O (-6.07, 8.15, 15.84)
C (-6.15, 7.97, 14.51)
O (-7.21, 7.88, 13.85)
C (-4.81, 7.76, 13.86)
F (-3.83, 8.11, 14.67)
F (-4.74, 6.42, 13.69)
F (-4.69, 8.37, 12.67)
H (-6.36, 7.97, 18.45)
H (-7.79, 8.98, 18.42)
H (-6.21, 9.74, 18.14)
H (-7.78, 9.27, 16.15)
H (-7.90, 7.64, 16.54)
C (-3.76, -7.00, -6.38)
C (-4.33, -5.62, -6.71)
O (-3.40, -4.84, -7.47)
C (-3.67, -3.56, -7.89)
O (-4.74, -3.03, -7.66)
C (-2.60, -2.92, -8.84)
F (-1.59, -3.76, -9.05)
F (-3.07, -2.62, -10.02)
F (-2.11, -1.82, -8.32)
H (-2.75, -6.93, -5.98)
H (-3.79, -7.58, -7.31)
H (-4.42, -7.38, -5.60)
H (-4.40, -5.14, -5.73)
H (-5.32, -5.53, -7.15)
C (5.12, -7.79, 1.00)
C (4.99, -7.85, 2.59)
O (6.28, -8.13, 3.18)
C (6.99, -7.12, 3.72)
O (6.58, -5.93, 3.73)
C (8.41, -7.50, 4.21)
F (8.63, -8.77, 3.95)
F (9.32, -6.72, 3.69)
F (8.41, -7.33, 5.56)
H (4.14, -7.86, 0.53)
H (5.60, -8.66, 0.56)
H (5.78, -6.95, 0.79)
H (4.25, -8.59, 2.91)
H (4.63, -6.87, 2.91)


7.
CH25MnO15 as an isolated structure in a non-equilibrium geometry, computed with ωB97M-V/def2-TZVPD.

Properties
LUMO energy (alpha / beta) in eV: -5.493 / -5.495
Net charge: +1
Orbital gap (alpha / beta) in eV: 7.55 / 7.54
Energy in eV: -63469.256
Spin multiplicity: 6
ΔE to the lowest compared entry with this formula, charge and spin in kcal per mole: 58.3
<S²>: 8.75
E_HOMO (alpha / beta) in eV: -13.0 / -13.0

Positions of all 42 atoms, in Å:
Mn (-3.13, -1.21, -1.24)
C (-0.09, -0.76, 0.08)
O (0.84, -0.51, -0.71)
O (0.14, -0.88, 1.31)
O (-1.26, -0.87, -0.36)
H (1.04, -0.66, 1.57)
O (0.47, 1.64, 3.12)
H (0.97, 0.98, 3.55)
H (1.12, 2.04, 2.56)
O (0.06, 2.36, -0.93)
H (0.43, 3.05, -1.47)
H (0.79, 2.26, -0.34)
O (-3.53, 0.91, -0.87)
H (-4.10, 1.65, -1.02)
H (-2.86, 1.12, -0.21)
O (1.95, -0.77, -3.17)
H (2.18, 0.14, -2.95)
H (1.58, -1.05, -2.35)
O (3.91, -0.19, -0.64)
H (3.16, 0.19, -1.08)
H (3.50, -0.77, 0.00)
O (-2.04, -0.25, 2.91)
H (-1.86, -0.10, 3.86)
H (-1.18, -0.45, 2.57)
O (2.43, -2.37, 0.27)
H (1.74, -1.73, 0.23)
H (2.16, -3.03, -0.45)
O (-3.91, -1.18, 0.79)
H (-4.38, -0.30, 0.97)
H (-3.41, -1.24, 1.57)
O (0.09, 1.09, -3.31)
H (0.77, 0.42, -3.18)
H (-0.07, 1.53, -2.47)
O (-0.49, -2.22, -2.56)
H (-0.33, -1.78, -1.72)
H (0.08, -2.97, -2.52)
O (-1.83, 1.84, 0.85)
H (-1.69, 1.31, 1.64)
H (-1.03, 1.87, 0.34)
O (2.42, -0.02, 1.94)
H (2.11, 0.55, 1.28)
H (3.26, 0.34, 2.15)


8.
C4H6O2 as an isolated structure, computed with ωB97M-V/def2-TZVPD.

Properties
LUMO energy in eV: 0.480
Orbital gap in eV: 9.10
Energy in eV: -8334.794
Spin multiplicity: 1
ΔE to the lowest compared entry with this formula, charge and spin in kcal per mole: 130.7
E_HOMO in eV: -8.6

Positions of all 12 atoms, in Å:
O (2.40, -0.64, -0.16)
C (1.72, 0.10, 0.51)
C (0.30, 0.46, 0.12)
C (-0.41, -0.58, -0.75)
C (-1.74, 0.10, 0.62)
O (-0.54, 0.48, 1.25)
H (2.08, 0.57, 1.45)
H (0.31, 1.44, -0.39)
H (0.03, -1.59, -0.68)
H (-0.66, -0.31, -1.78)
H (-1.47, -0.93, -0.09)
H (-2.02, 0.90, -0.11)


9.
C4H7NO as an isolated structure in a non-equilibrium geometry, computed with ωB97M-V/def2-TZVPD.

Properties
LUMO energy in eV: 1.026
Orbital gap in eV: 9.62
Energy in eV: -7796.299
Spin multiplicity: 1
ΔE to the lowest compared entry with this formula, charge and spin in kcal per mole: 77.1
E_HOMO in eV: -8.6

Positions of all 13 atoms, in Å:
C (1.50, 0.63, 0.16)
C (0.41, 0.21, -0.69)
C (-0.51, -1.25, 0.18)
N (-1.66, -0.51, 0.59)
C (-1.67, 0.63, 0.04)
O (-0.68, 1.03, -0.80)
H (1.92, 1.54, -0.27)
H (1.10, 0.87, 1.15)
H (2.30, -0.11, 0.25)
H (0.42, -0.74, -1.33)
H (-0.83, -2.13, -0.41)
H (0.09, -1.61, 1.03)
H (-2.46, 1.36, 0.16)


Q: Which of these has the lowest energy?
A: C72H142F18O36


Q: Which of these has the highest spin multiplicity?
A: CH25MnO15


Please write out number 5 again, unchanged.
A 2-piece molecular cluster, C4H11NO2 overall in a non-equilibrium geometry, computed with ωB97M-V/def2-TZVPD.

Properties
LUMO energy in eV: 0.297
Orbital gap in eV: 9.30
Energy in eV: -9908.381
Spin multiplicity: 1
SMILES: CNC(C)=O.CO
ΔE to the lowest compared entry with this formula, charge and spin in kcal per mole: 89.0
E_HOMO in eV: -9.0

Positions of all 18 atoms, in Å:
C (-0.24, 1.78, -0.56)
C (-1.50, 0.91, -0.20)
C (-2.02, -1.44, 0.53)
C (2.33, -0.11, 0.43)
H (0.82, 1.17, -0.33)
H (-0.32, 2.78, 0.13)
H (-0.18, 2.11, -1.80)
H (-0.36, -0.98, -0.38)
H (-2.64, -1.03, 1.39)
H (-2.48, -2.17, -0.32)
H (-1.09, -2.22, 0.86)
H (2.18, -1.13, -1.22)
H (1.60, 0.21, 1.25)
H (3.07, -0.93, 0.63)
H (2.96, 0.75, 0.01)
N (-1.19, -0.46, -0.15)
O (-2.47, 1.40, 0.30)
O (1.54, -0.65, -0.57)